Computed, not measured: a gas-phase ion, C7H16N3 (charge +1) at a distorted geometry, with ωB97M-V/def2-TZVPD.

Last column: Löwdin spin population.
Cartesian coordinates (Å):
C: 1.099 -1.128 -0.797  0.077
C: 2.347 -0.569 -0.813  0.076
C: 0.102 -0.790 0.258  0.492
C: -2.099 -0.863 -0.818  0.032
C: -0.554 1.134 -1.245  0.006
C: -1.504 0.840 1.126  0.004
C: -1.063 0.110 -0.218  0.041
N: 2.053 0.665 1.299  0.817
N: 0.165 -1.522 1.374  0.292
N: 2.770 0.527 0.116  0.075
H: 0.921 -1.842 -1.603  0.022
H: 3.201 -1.077 -1.424  0.007
H: -1.770 -1.696 -1.306  0.002
H: -2.635 -0.292 -1.470  0.004
H: -2.803 -1.167 -0.006  0.001
H: -1.176 2.055 -1.127  0.000
H: 0.477 1.314 -0.947  0.002
H: -0.579 0.831 -2.362  0.000
H: -1.378 1.950 1.062  0.000
H: -1.018 0.585 2.068  0.000
H: -2.618 0.655 1.286  0.000
H: 2.477 -0.035 1.952  0.014
H: 0.852 -2.233 1.539  0.010
H: -0.505 -1.184 2.162  0.008
H: 3.799 0.370 0.351  0.014
H: 2.742 1.318 -0.535  0.004

E_LUMO (spin up / spin down)	-3.55 / -6.09	eV
E_tot	-11975.4982	eV
total charge	+1
orbital gap (spin up / spin down)	5.9 / 7.9	eV
relative energy (zero: lowest compared OMol25 entry of this formula, charge and spin)	2.4349	eV
<S²>	2.0079
HOMO level (spin up / spin down)	-9.45 / -13.98	eV
multiplicity	3